{"formula": "C17H40NP3STb", "method": "ωB97M-V/def2-TZVPD", "species": ["C", "P", "H", "H", "C", "Tb", "C", "H", "H", "H", "H", "H", "H", "H", "H", "H", "H", "C", "H", "C", "H", "N", "C", "H", "H", "H", "H", "H", "H", "C", "C", "H", "S", "H", "C", "C", "H", "H", "C", "C", "H", "H", "C", "H", "H", "C", "P", "H", "H", "H", "H", "H", "P", "C", "H", "H", "C", "H", "H", "H", "C", "H", "H"], "xyz": [[-2.373, -2.390, -0.303], [2.211, -1.650, -0.896], [-3.653, -0.232, 1.480], [-1.546, -2.421, 3.382], [0.470, 2.092, -1.447], [0.551, 0.386, 0.499], [1.667, 1.837, -2.156], [-3.005, 1.087, 3.973], [2.672, -3.981, -1.226], [4.532, -1.041, -1.086], [-1.768, 2.300, -1.678], [-1.737, 1.852, -4.109], [3.641, -3.321, 0.068], [1.530, -2.056, -3.184], [4.009, -1.989, -2.470], [-1.098, 0.700, -1.174], [2.882, 3.520, 0.359], [0.982, -1.914, -2.238], [-3.049, -1.983, 2.516], [2.650, -3.305, -0.377], [-2.834, 3.123, 2.397], [1.603, -0.584, 2.484], [0.426, 1.985, -4.243], [-2.432, -3.618, 2.442], [-2.151, -0.484, 3.879], [-2.948, -3.296, -0.087], [1.932, 4.956, 1.202], [1.811, 4.476, -1.766], [1.961, -1.533, 2.275], [-2.132, -2.568, 2.471], [1.657, 1.864, -3.563], [-1.407, 3.372, 1.356], [0.368, 3.058, -0.020], [0.408, 2.032, -5.349], [3.692, -1.200, -1.769], [-2.047, 0.598, 3.750], [2.326, -0.108, 3.054], [0.362, -2.804, -2.032], [-0.491, -3.947, 0.889], [-3.212, 0.717, 1.150], [2.567, 1.778, -4.158], [2.603, 1.938, -1.567], [-0.787, 1.876, -3.542], [0.787, -0.716, 3.090], [-3.891, 1.535, 1.414], [1.962, 4.180, 0.429], [-1.091, -2.259, 1.009], [0.302, 5.171, -0.894], [-1.196, 3.155, 3.130], [-1.266, -4.616, 1.269], [-1.263, 1.011, 4.405], [-3.052, -1.531, -0.315], [-1.640, 1.032, 2.031], [1.197, 4.501, -0.849], [1.964, -3.717, 0.359], [-3.054, 0.722, 0.064], [-0.887, 1.701, -2.020], [0.297, -1.054, -2.365], [-1.893, -2.503, -1.282], [3.566, -0.245, -2.295], [-1.784, 2.852, 2.254], [0.388, -4.083, 1.521], [-0.287, -4.259, -0.139]], "multiplicity": 7, "charge": 3, "e_tot_ha": -2971.9993, "s_squared": 13.0252}